[1]
11
Properties=species:S:1:pos:R:3:forces:R:3 method="wB97M-V/def2-TZVPD" smiles="O=S(=O)([O-])[C@@H](F)CF" homo_ha=-0.2025 e_tot_ev=-24536.361 de_lowest_kj_mol=40.6 total_charge=-1 orbital_gap_ha=0.3518
C -0.401414 -0.108234 -0.340295 -0.242 0.255 -1.703
C 0.516041 0.724409 0.482277 1.812 -1.932 2.284
O 1.909533 -0.429429 -1.408986 0.883 0.070 -0.471
O 3.254606 0.861626 0.216128 0.778 0.603 -0.053
O 2.389184 -1.350080 0.784948 -0.178 0.166 0.084
F -1.695282 -0.178065 0.279232 0.762 -0.294 -0.505
F 0.647647 2.093081 0.363665 -0.696 -0.382 -0.524
S 2.266662 -0.145817 -0.023750 -2.338 0.478 0.664
H -0.546030 0.257028 -1.409950 0.101 -0.402 1.449
H 0.178112 -1.092336 -0.409678 -1.900 0.869 0.351
H 0.185610 0.477605 1.571825 1.018 0.569 -1.576

[2]
8
Properties=species:S:1:pos:R:3:forces:R:3 method="wB97M-V/def2-TZVPD" smiles=FCC(F)F homo_ha=-0.4289 e_tot_ev=-10271.921 de_lowest_kj_mol=367.5 orbital_gap_ha=0.4588
C -1.120494 -0.165246 -0.096090 -1.833 1.161 -4.804
C 0.232137 -0.150050 0.481677 -0.521 2.297 5.860
H -1.069012 -1.070326 -0.994539 -0.885 2.643 2.580
H -2.236868 0.064699 0.482879 3.886 -1.034 -1.569
H 0.124948 0.573282 1.512062 0.781 -2.133 -2.424
F -0.761415 1.157449 -0.871461 -4.502 -1.650 0.501
F 0.664806 -1.395041 0.840747 0.101 0.581 -0.543
F 1.042284 0.495828 -0.337501 2.974 -1.866 0.400

[3]
10
Properties=species:S:1:pos:R:3:forces:R:3 method="wB97M-V/def2-TZVPD" smiles=OC(O)(F)C(F)F homo_ha=-0.4479 e_tot_ev=-14369.198 de_lowest_kj_mol=72.5 orbital_gap_ha=0.4685
C 0.870240 0.397417 -0.479529 2.530 -3.831 2.848
C -0.550131 0.143790 -0.029537 1.609 0.357 0.992
O -0.940385 -1.018737 -0.584567 2.771 1.494 -2.431
O -0.643698 0.245403 1.346757 -0.032 -1.021 0.669
F 1.667438 -1.004963 -0.228058 -2.003 3.461 -0.471
F 1.548377 1.272645 0.246612 -0.499 -0.103 -0.437
F -1.236856 1.202111 -0.537521 -0.553 0.208 0.116
H 0.936187 0.511428 -1.492023 0.582 0.507 -2.624
H -1.594599 -1.346701 -0.074235 -3.668 -1.978 2.529
H -0.056571 -0.402395 1.832102 -0.737 0.907 -1.191

[4]
10
Properties=species:S:1:pos:R:3:forces:R:3 method="wB97M-V/def2-TZVPD" smiles="O=C([SiH3])C(F)(F)F" homo_ha="-0.4166 / -0.4079" e_tot_ev=-20196.062 de_lowest_kj_mol=268.4 orbital_gap_ha="0.3389 / 0.3323"
C -1.839092 -0.610398 0.178597 0.810 -9.531 2.860
C -3.086161 0.151106 0.084967 -1.738 2.920 2.206
O -1.916570 -2.083013 0.670203 0.356 9.453 -3.029
F -3.730731 -0.030968 -1.030874 -0.613 -0.947 -0.725
F -2.766776 1.507931 0.065544 0.191 -1.035 0.256
F -3.935294 0.029319 1.168977 1.129 -0.410 -1.570
Si -0.163669 -0.144676 -0.599170 0.504 2.146 0.034
H 0.092262 1.361709 -1.005482 -0.746 -1.331 0.478
H 0.925913 -0.270666 0.435023 -0.475 -0.763 -0.623
H -0.385422 -0.789977 -1.902493 0.583 -0.502 0.113

[5]
11
Properties=species:S:1:pos:R:3:forces:R:3 method="wB97M-V/def2-TZVPD" spin_multiplicity=6 homo_ha="-0.8579 / -0.8539" e_tot_ev=-49403.444 de_lowest_kj_mol=0.0 total_charge=+2 orbital_gap_ha="0.4320 / 0.2602"
C -5.131265 -0.958561 2.099884 -2.916 0.431 2.976
F -6.417366 -1.001746 1.856342 0.799 0.009 -0.365
F -4.927892 -0.414207 3.273042 0.362 -0.195 -0.837
F -4.642609 -2.227286 2.105420 1.088 -0.851 -0.771
F -1.672830 -2.445662 -0.038418 -1.963 0.970 0.537
C -4.700632 1.042676 0.805009 -0.153 1.866 -0.433
O -4.423081 -0.358332 1.101319 1.527 -1.011 -1.332
Fe -3.210082 -1.754932 0.387149 1.288 -0.922 0.153
H -4.356885 1.651627 1.645944 -0.054 -0.194 -0.085
H -4.130985 1.267772 -0.098167 -0.132 0.035 0.127
H -5.774229 1.153997 0.628335 0.153 -0.137 0.029

[6]
11
Properties=species:S:1:pos:R:3:forces:R:3 method="wB97M-V/def2-TZVPD" smiles=N[C@]1(F)OC1(F)F.F homo_ha=-0.3860 e_tot_ev=-16528.948 de_lowest_kj_mol=166.8 orbital_gap_ha=0.4074
C 0.122775 -0.312831 -0.328549 2.206 -2.021 -1.525
C 1.259260 0.180251 -1.166963 -2.324 -0.547 0.773
N -1.197854 0.087672 -0.558855 -1.006 -1.951 0.788
O 1.206371 0.438584 0.184247 -0.427 0.461 0.762
F -0.982296 0.388482 2.412426 -0.552 -0.001 -0.831
F 0.220045 -1.658228 0.098231 -0.161 1.341 -0.340
F 0.944074 1.272857 -1.873290 1.009 -0.204 -0.682
F 2.258086 -0.532582 -1.663844 -0.090 0.581 0.121
H -1.555240 0.586909 0.238966 -0.110 0.392 0.326
H -1.738879 -0.843353 -0.546284 0.911 1.942 -0.256
H -0.536342 0.392240 3.203914 0.545 0.006 0.865

[7]
11
Properties=species:S:1:pos:R:3:forces:R:3 method="wB97M-V/def2-TZVPD" homo_ha="-0.8097 / -0.8097" e_tot_ev=-19704.415 total_charge=+2 orbital_gap_ha="0.2439 / 0.2439"
C -5.088454 1.675217 -0.039884 -6.058 5.131 -1.943
F -6.210780 1.326395 -0.629702 1.151 -1.664 -0.795
F -4.538197 2.587616 -0.787845 0.818 -1.733 1.777
F -5.583820 2.014734 1.148571 1.946 -0.691 -0.557
F -3.485276 1.544544 1.129786 1.536 1.448 0.922
C -4.358521 -0.486326 -1.990346 -1.393 -1.316 -1.381
O -4.185700 0.026722 -0.683505 -0.944 1.859 -2.123
Tl -3.500995 -0.384238 1.011237 2.385 -3.474 3.793
H -4.119044 0.291315 -2.730675 0.130 0.128 0.413
H -3.699430 -1.345171 -2.178660 -0.006 0.249 0.161
H -5.408382 -0.808643 -2.061129 0.434 0.063 -0.268

[8]
9
Properties=species:S:1:pos:R:3:forces:R:3 method="wB97M-V/def2-TZVPD" homo_ha=-0.1746 e_tot_ev=-9141.776 de_lowest_kj_mol=91.6 total_charge=-1 orbital_gap_ha=0.3082
H 0.962745 -1.625883 -0.977348 -1.505 2.179 0.810
C 0.576767 -0.809036 -0.151679 1.200 -0.285 -1.671
C 1.239778 -1.584155 0.950743 -0.849 -3.886 -2.195
O 2.009339 -2.469254 0.529420 0.258 1.274 2.577
O -0.735843 -0.542989 -0.008850 0.763 -1.280 0.429
H 1.242504 0.071918 -0.334733 -0.169 0.109 -0.195
F -1.650967 2.575997 -1.093013 0.196 -0.574 0.283
H 0.589525 -1.792890 1.832802 0.869 0.649 0.627
Li -1.176259 0.988429 -0.462328 -0.762 1.813 -0.665

[9]
10
Properties=species:S:1:pos:R:3:forces:R:3 method="wB97M-V/def2-TZVPD" smiles="N=C=NF.O=CO" homo_ha=-0.3695 e_tot_ev=-11911.250 de_lowest_kj_mol=52.5 orbital_gap_ha=0.3847
C -0.178594 -0.091153 1.577195 0.799 -1.239 0.698
C -0.132491 -0.073390 -1.777962 -0.756 -0.500 1.446
N -1.039110 -0.668968 2.186298 3.166 2.113 1.298
N 0.718376 0.694485 1.283442 -0.915 2.653 0.396
O 0.585990 1.050574 -1.816841 0.019 -1.168 1.619
O -0.498611 -0.603660 -0.748145 0.223 0.024 -0.543
F 1.970161 0.407792 0.829066 0.264 -1.278 -0.095
H -1.762180 -1.212302 1.936042 -2.981 -1.891 -1.539
H -0.466815 -0.587208 -2.644953 0.248 0.417 -1.785
H 0.803274 1.083830 -0.824142 -0.066 0.869 -1.493

[10]
9
Properties=species:S:1:pos:R:3:forces:R:3 method="wB97M-V/def2-TZVPD" spin_multiplicity=3 homo_ha="-0.5880 / -0.6085" e_tot_ev=-9295.070 total_charge=+1 orbital_gap_ha="0.3751 / 0.2640"
C -1.362836 0.070179 0.044222 -1.857 0.686 0.553
C 0.678456 -0.963101 -0.014867 3.439 -4.877 0.211
N -0.643988 -1.021316 -0.128824 -0.097 -2.483 -0.214
N -0.767987 1.150496 0.256601 1.070 3.307 -1.410
N 1.306771 0.126835 -0.130911 -1.653 4.926 0.332
F 2.553901 0.506798 0.076824 -0.065 -2.044 -0.242
H -2.475054 0.106957 0.145975 0.668 -0.742 -0.269
H 1.275650 -1.954199 0.089232 -1.304 1.462 -0.049
H -0.564909 1.977350 -0.338249 -0.202 -0.235 1.088

[11]
10
Properties=species:S:1:pos:R:3:forces:R:3 method="wB97M-V/def2-TZVPD" smiles=Nn1nncc1F homo_ha=-0.3565 e_tot_ev=-10796.329 de_lowest_kj_mol=354.5 orbital_gap_ha=0.3742
C 1.250328 1.139457 -0.065206 3.132 2.390 2.300
C -0.080707 0.837357 -0.183442 0.246 3.869 0.616
H -1.778298 -1.236099 1.062375 2.137 0.615 -3.148
H -1.455529 -1.966396 -0.617969 0.041 2.787 2.218
H 1.684373 2.216190 0.340706 -1.075 -3.178 -1.637
N -1.425991 -1.033123 0.004515 -0.320 -3.461 -0.592
N -0.141283 -0.435995 -0.220153 -1.244 -4.737 0.655
N 1.125491 -1.051783 -0.192384 0.049 1.736 1.362
N 2.035386 -0.075141 0.009408 -4.991 1.034 -1.634
F -1.213770 1.605533 -0.137854 2.025 -1.055 -0.140

[12]
10
Properties=species:S:1:pos:R:3:forces:R:3 method="wB97M-V/def2-TZVPD" smiles="NO[C@@H](F)C(=O)[O-]" homo_ha=-0.1664 e_tot_ev=-12471.373 de_lowest_kj_mol=61.1 total_charge=-1 orbital_gap_ha=0.3195
C 1.895700 0.195314 0.045786 -0.646 -0.212 1.609
C 0.314907 -0.264280 0.256808 -1.096 3.500 -1.316
N -1.980903 0.259448 -0.642805 -1.202 -2.219 -0.087
O 2.186948 1.357516 0.319887 -1.085 1.191 -0.249
O 2.664581 -0.739888 -0.104481 0.198 -1.660 -0.886
O -0.680136 0.417172 -0.960759 4.084 -1.026 1.589
F 0.132170 -1.576240 0.251726 -0.295 -0.926 -0.501
H -0.228058 0.132202 1.169321 0.849 -0.097 -0.882
H -2.260166 0.984978 0.013941 -0.044 -0.670 0.582
H -2.045047 -0.766224 -0.349427 -0.764 2.119 0.140

[13]
8
Properties=species:S:1:pos:R:3:forces:R:3 method="wB97M-V/def2-TZVPD" homo_ha="-0.3585 / -0.3586" e_tot_ev=-15612.539 de_lowest_kj_mol=479.8 orbital_gap_ha="0.2188 / 0.2190"
C 0.265454 0.017161 -0.546960 0.765 -0.853 0.597
C 0.234552 0.453017 0.871161 -0.941 0.038 -2.044
N 0.892824 -0.832931 -1.226583 -0.259 0.050 0.720
F -2.362926 -1.023980 0.352792 0.984 1.647 -0.437
P -0.693260 1.542073 -0.319393 -0.915 -1.864 0.765
H -0.228496 0.032909 1.719558 -1.933 -1.141 0.232
H 1.084981 0.724669 1.384935 2.677 1.462 0.143
H 0.806873 -0.912919 -2.235511 -0.378 0.661 0.024

[14]
8
Properties=species:S:1:pos:R:3:forces:R:3 method="wB97M-V/def2-TZVPD" homo_ha=-0.3041 e_tot_ev=-15616.363 de_lowest_kj_mol=110.9 orbital_gap_ha=0.2899
C 0.364514 -0.358420 -0.176228 -1.885 1.818 -1.532
C 0.675317 0.996533 0.133642 -2.043 -1.767 -0.893
N 0.690578 -1.529129 -0.124854 1.696 -1.683 0.884
F -1.953829 -0.080322 0.837168 -0.500 0.151 -0.865
P -1.432785 0.419078 -0.654141 2.390 0.123 2.765
H 0.951248 1.204894 1.175867 -0.302 0.710 -0.754
H 0.692430 1.565920 -0.791975 0.973 0.670 0.597
H 0.012526 -2.218557 -0.399479 -0.328 -0.021 -0.203

[15]
8
Properties=species:S:1:pos:R:3:forces:R:3 method="wB97M-V/def2-TZVPD" homo_ha="-0.3947 / -0.3948" e_tot_ev=-8927.752 de_lowest_kj_mol=698.9 orbital_gap_ha="0.3072 / 0.3073"
C -0.865730 -0.554472 -0.405380 -0.839 -1.910 -2.755
C 0.004478 -0.218817 0.719270 2.063 2.163 -1.588
O -1.790653 0.076994 -0.905533 1.759 -0.609 1.557
O 1.610022 0.615963 -0.490885 -2.119 -2.785 1.560
F 1.260822 1.910957 -0.255864 -0.173 1.507 0.046
H -0.545735 -1.577835 -0.873121 -0.626 1.384 0.467
H 0.477266 -1.113903 1.225844 -0.512 1.721 -0.199
H -0.150470 0.861114 0.985668 0.447 -1.472 0.911

[16]
9
Properties=species:S:1:pos:R:3:forces:R:3 method="wB97M-V/def2-TZVPD" homo_ha=-0.5280 e_tot_ev=-13617.681 de_lowest_kj_mol=274.4 total_charge=+1 orbital_gap_ha=0.3141
F -3.580474 0.330577 0.195327 -0.443 2.945 1.992
H -3.681805 1.368772 0.884028 0.237 -3.963 -2.704
O -2.307782 1.950739 0.992212 2.442 -1.332 -2.330
C -1.784919 1.097456 0.351842 -2.886 3.360 4.568
C -0.539858 0.255241 0.406757 1.300 -1.486 -1.827
O 0.465336 0.954833 0.910469 -0.962 0.068 -0.043
H -0.448436 -0.097286 -0.648778 0.269 -0.111 0.393
H -0.872018 -0.638595 0.987033 -0.320 0.434 -0.069
Tl 2.700006 1.387285 0.710447 0.362 0.087 0.020

[17]
10
Properties=species:S:1:pos:R:3:forces:R:3 method="wB97M-V/def2-TZVPD" homo_ha="-0.3853 / -0.3892" e_tot_ev=-21814.199 de_lowest_kj_mol=283.2 orbital_gap_ha="0.2875 / 0.3018"
C -1.534496 -0.006741 -0.468422 0.912 1.426 0.418
C -0.835621 0.303200 0.816207 2.173 1.802 -1.385
O -1.651428 0.916363 -1.270731 -0.341 -1.895 0.836
O 2.128250 1.003227 -0.597108 0.168 -0.474 -0.088
O 1.275870 -1.288623 -1.239251 0.861 0.671 1.178
F 2.314334 -0.777118 1.076683 -0.694 0.056 -1.557
S 1.508610 -0.240270 -0.270756 -2.293 0.213 1.333
H -1.786930 -1.056816 -0.565454 -0.556 -0.274 -0.859
H -0.728499 -0.294520 1.734688 -0.300 0.265 -0.669
H -0.690087 1.441296 0.784141 0.069 -1.790 0.793

[18]
8
Properties=species:S:1:pos:R:3:forces:R:3 method="wB97M-V/def2-TZVPD" spin_multiplicity=6 homo_ha="-0.6286 / -0.6288" e_tot_ev=-23418.500 de_lowest_kj_mol=210.4 total_charge=+2 orbital_gap_ha="0.2501 / 0.2564"
H -0.880187 -0.065860 -1.610855 -0.049 0.034 2.607
O -0.791586 -0.144796 -0.513725 -1.204 -1.923 -2.034
C -0.466377 1.184283 -0.093360 0.566 0.837 1.031
C 0.198643 1.391396 -1.396933 0.759 0.062 -2.148
Pm -0.593735 -2.361881 0.714012 -0.064 0.562 -0.303
H 0.237090 1.165424 0.751744 -0.428 -0.080 0.031
H -1.355510 1.822002 0.026630 0.445 -0.342 0.150
F 1.320962 0.712554 -1.448334 -0.024 0.849 0.666

[19]
7
Properties=species:S:1:pos:R:3:forces:R:3 method="wB97M-V/def2-TZVPD" smiles=C#C.FS homo_ha=-0.3649 e_tot_ev=-15671.811 de_lowest_kj_mol=261.4 orbital_gap_ha=0.3550
C 1.867151 0.597968 0.664124 -0.315 1.258 1.172
C 1.765837 -0.131627 -0.248229 0.258 -1.410 -1.252
F -2.652772 0.921943 -0.397617 -0.132 -1.795 0.638
S -2.768553 -0.680738 0.169155 -0.099 1.907 -0.452
H -1.808194 -1.140954 -0.627862 0.241 -0.100 -0.174
H 1.765200 1.309645 1.408982 0.145 0.793 0.977
H 1.831330 -0.876237 -0.968555 -0.098 -0.654 -0.909

[20]
7
Properties=species:S:1:pos:R:3:forces:R:3 method="wB97M-V/def2-TZVPD" homo_ha=-0.3324 e_tot_ev=-12711.700 de_lowest_kj_mol=522.4 orbital_gap_ha=0.2913
C -2.245124 1.004912 -0.004603 1.142 -2.475 0.961
C -1.686367 -0.040831 0.256880 0.584 -0.446 0.015
F -0.996219 -1.167951 0.503469 -1.505 2.452 -0.665
Si 3.069610 -0.299561 0.260106 -1.104 -0.175 -1.180
H -2.845855 1.865539 0.063523 -0.200 0.472 -0.313
H 2.663181 -1.722620 -0.268054 0.239 0.639 0.294
H 2.040774 0.360513 -0.811319 0.843 -0.468 0.887